Entry P
Molecular formula: C2H4N2OS3
Method: DFT, ωB97M-V with the def2-TZVPD basis set

Atoms and positions in Å:
S (0.7837, 2.3946, -3.1394)
C (0.7145, 1.7129, -1.7079)
O (-0.3528, 0.9733, -1.3083)
N (-0.1965, 0.4830, -0.0205)
C (0.2790, -0.7461, 0.0933)
S (1.2916, -1.5008, -0.9499)
N (-0.0491, -1.3780, 1.3109)
S (-1.1167, -0.7992, 2.4943)
H (1.4685, 1.7444, -0.8757)
H (-1.0138, 0.7937, 0.5005)
H (0.4183, -2.2325, 1.4890)
H (-2.2268, -1.4453, 2.1138)

Properties
- Spin multiplicity: 1
- SMILES: S=CONC(=S)NS
- HOMO: -9.0 eV

Mulliken atomic charge list, values in e, 8 entries: S -0.276; C 0.094; O -0.149; N -0.235; C 0.463; S -0.368; N -0.263; S -0.213

=====

Entry Q
Molecular formula: C2H4N2OS3
Method: DFT, ωB97M-V with the def2-TZVPD basis set

Atoms and positions in Å:
O (0.2053, 1.6177, 0.9926)
N (-0.7474, 1.3751, 0.0138)
C (-1.4379, 0.2045, -0.0192)
S (-2.9641, 0.0729, -0.5757)
S (-0.6465, -1.3105, 0.4678)
N (1.0132, -0.9389, 0.5766)
C (1.7618, -0.6525, -0.5045)
S (3.1218, 0.2617, -0.4761)
H (1.0263, 1.7251, 0.5318)
H (-1.3421, 2.1854, -0.1645)
H (1.3494, -0.5232, 1.4806)
H (1.3407, -1.0792, -1.4365)

Properties
- Spin multiplicity: 1
- SMILES: ONC(=S)SNC=S
- HOMO: -9.2 eV

Mulliken atomic charge list, values in e, 8 entries: O -0.385; N -0.148; C 0.300; S -0.318; S 0.021; N -0.242; C -0.193; S -0.263

=====

The most stable of them is entry Q.

=====

Entry P
Molecular formula: C4H6NO3
Method: DFT, ωB97M-V with the def2-TZVPD basis set

Atoms and positions in Å:
O (-0.4078, 0.9494, 3.3764)
C (0.0078, 0.1677, 2.5337)
C (0.2243, 0.6425, 1.1013)
C (-0.8483, -0.1062, 0.1937)
N (-0.7118, 0.1911, -1.1884)
C (0.4475, -0.5033, -1.9842)
O (0.6482, -0.0430, -3.1064)
O (0.8288, -1.3879, -1.1890)
H (0.2155, -0.8194, 2.8555)
H (1.1865, 0.3630, 0.6347)
H (-0.0085, 1.6768, 0.9838)
H (-0.6758, -1.1770, 0.3616)
H (-1.8463, 0.2375, 0.6360)
H (-1.2225, 0.9790, -1.5335)

Properties
- Charge: -1
- Spin multiplicity: 1
- SMILES: O=CCCNC(=O)[O-]
- HOMO: -4.2 eV

Mulliken atomic charge list, values in e, 8 entries: O -0.535; C -0.038; C -0.441; C -0.736; N -0.227; C 0.526; O -0.715; O -0.699

=====

Entry Q
Molecular formula: C4H6NO3
Method: DFT, ωB97M-V with the def2-TZVPD basis set

Atoms and positions in Å:
C (-1.2494, -0.6033, -0.5832)
N (-0.3531, 0.5667, -1.4546)
C (1.2644, -0.9588, -0.3543)
C (0.1173, 0.0264, -0.2412)
C (0.0160, 0.9489, 1.1270)
O (-0.3035, 2.2478, 0.6374)
O (1.0928, 0.6994, 1.8378)
O (-1.5029, -1.7921, -0.8237)
H (-2.0920, -0.0067, -0.2183)
H (-0.5703, 2.0618, -0.2918)
H (1.7574, -1.0915, 0.6014)
H (0.7708, -1.8894, -0.6646)
H (1.9397, -0.6976, -1.1633)
H (-0.8873, 0.4885, 1.5913)

Properties
- Charge: -1
- Spin multiplicity: 1
- HOMO: -3.9 eV

Mulliken atomic charge list, values in e, 8 entries: C -0.431; N -0.939; C -1.269; C 1.477; C 0.036; O -0.542; O -0.692; O -0.584

=====

The most stable of them is entry P.

=====

Entry P
Molecular formula: C48H84N12
Method: DFT, ωB97M-V with the def2-TZVPD basis set

Atoms and positions in Å:
C (7.0629, -3.3208, 3.4981)
C (6.1379, -3.1725, 2.2793)
C (5.2472, -1.8654, 2.2476)
C (4.2371, -2.1987, 1.2695)
N (3.4316, -2.3652, 0.4731)
H (7.9201, -2.6533, 3.4100)
H (7.3560, -4.3479, 3.7151)
H (6.5442, -3.1018, 4.4315)
H (5.4911, -4.0496, 2.2599)
H (6.7235, -3.1087, 1.3622)
H (5.9122, -1.0661, 1.9205)
H (4.8317, -1.6658, 3.2353)
C (2.4211, 1.8438, 6.6399)
C (2.3203, 2.7212, 5.3868)
C (3.2872, 2.2190, 4.3092)
C (2.9381, 0.8177, 3.9770)
N (2.6832, -0.3007, 3.7684)
H (1.8898, 2.1999, 7.5225)
H (3.4710, 1.9327, 6.9191)
H (2.1349, 0.8083, 6.4558)
H (2.5053, 3.7482, 5.7018)
H (1.2781, 2.6270, 5.0819)
H (4.3462, 2.2115, 4.5670)
H (3.0973, 2.6493, 3.3259)
C (-0.4072, -1.1926, 4.9603)
C (-1.1749, -1.5957, 6.1600)
C (-2.0318, -2.7487, 5.8587)
C (-1.3686, -3.9639, 5.2983)
N (-0.9075, -4.9377, 4.8191)
H (-1.0226, -0.7531, 4.1753)
H (0.0203, -2.0808, 4.4950)
H (0.3988, -0.5071, 5.2222)
H (-1.6944, -0.7017, 6.5049)
H (-0.5001, -1.7874, 6.9943)
H (-2.8645, -2.6060, 5.1700)
H (-2.4616, -3.0594, 6.8109)
C (-2.7830, 0.2594, -5.3979)
C (-1.5786, 0.9985, -5.9035)
C (-0.6715, 0.0359, -6.8717)
C (-1.3963, -0.7853, -7.8979)
N (-1.9867, -1.4180, -8.6579)
H (-2.6133, -0.3179, -4.4890)
H (-3.2162, -0.4223, -6.1298)
H (-3.6304, 0.9013, -5.1568)
H (-0.9234, 1.3094, -5.0897)
H (-1.8241, 1.9567, -6.3615)
H (-0.0804, -0.6616, -6.2782)
H (0.1363, 0.5563, -7.3862)
C (3.1059, -1.9702, -3.9835)
C (2.3197, -0.8359, -4.6546)
C (2.9064, 0.4757, -4.2411)
C (2.2828, 1.3907, -5.1671)
N (1.8172, 2.1508, -5.9284)
H (2.5406, -2.9000, -4.0459)
H (3.0203, -1.7789, -2.9138)
H (4.1531, -2.1735, -4.2071)
H (1.2437, -0.8904, -4.4896)
H (2.3201, -0.9135, -5.7418)
H (3.9833, 0.6058, -4.3485)
H (2.5791, 0.7046, -3.2269)
C (-6.0459, 2.0132, -1.9953)
C (-5.8975, 1.1337, -0.7500)
C (-4.5046, 1.2667, -0.1830)
C (-4.1499, 2.6208, 0.2509)
N (-3.8457, 3.7006, 0.5952)
H (-6.7553, 1.6078, -2.7168)
H (-5.1687, 2.1033, -2.6360)
H (-6.3256, 3.0174, -1.6768)
H (-6.1322, 0.0756, -0.8663)
H (-6.5958, 1.3793, 0.0501)
H (-3.8134, 0.9209, -0.9516)
H (-4.3779, 0.6409, 0.7004)
C (-1.5364, 2.7935, 6.4619)
C (-2.5011, 3.1839, 5.2737)
C (-1.8729, 3.8526, 4.0351)
C (-1.2431, 5.1755, 4.2113)
N (-0.7248, 6.2334, 4.3462)
H (-0.9668, 3.6708, 6.7686)
H (-0.8367, 2.0438, 6.0925)
H (-2.0500, 2.4269, 7.3507)
H (-3.3132, 3.7848, 5.6830)
H (-2.9404, 2.2644, 4.8867)
H (-2.4844, 3.8749, 3.1331)
H (-1.0690, 3.2537, 3.6072)
C (-0.0169, -4.0591, -1.5130)
C (-0.5000, -4.9620, -2.6797)
C (-0.4975, -6.4925, -2.3243)
C (-1.1377, -6.7733, -1.0361)
N (-1.6384, -6.9458, -0.0175)
H (-0.7874, -4.0137, -0.7434)
H (0.3099, -3.0903, -1.8906)
H (0.8175, -4.5421, -1.0045)
H (0.1666, -4.8183, -3.5300)
H (-1.4320, -4.5522, -3.0691)
H (0.5426, -6.7583, -2.1358)
H (-0.8211, -7.1504, -3.1309)
C (-0.2613, -0.0262, -1.5106)
C (0.9485, 0.1227, -0.5429)
C (0.7107, -0.3117, 0.8761)
C (-0.2316, 0.4963, 1.6977)
N (-0.9540, 1.1568, 2.3338)
H (-0.6964, -1.0166, -1.6444)
H (0.0310, 0.3227, -2.5010)
H (-1.1200, 0.5570, -1.1782)
H (1.1998, 1.1828, -0.5754)
H (1.7773, -0.3804, -1.0409)
H (1.7043, -0.2512, 1.3203)
H (0.4068, -1.3525, 0.7644)
C (-2.7623, 3.5515, -3.0953)
C (-1.8063, 4.7233, -3.5559)
C (-0.4691, 4.3151, -4.1729)
C (0.3231, 3.5442, -3.2461)
N (0.9616, 2.9127, -2.5154)
H (-3.1974, 3.1052, -3.9895)
H (-3.5537, 4.0087, -2.5014)
H (-2.2817, 2.7867, -2.4851)
H (-1.6567, 5.4566, -2.7634)
H (-2.3949, 5.3368, -4.2380)
H (0.1850, 5.1085, -4.5346)
H (-0.6847, 3.5323, -4.9000)
C (4.2888, 1.4969, 0.6025)
C (3.7183, 2.8250, -0.0226)
C (4.4414, 4.0506, 0.4189)
C (4.3650, 5.2027, -0.5077)
N (4.2191, 6.0873, -1.2038)
H (4.3569, 1.5587, 1.6886)
H (5.3045, 1.3665, 0.2290)
H (3.7546, 0.6698, 0.1348)
H (2.6332, 2.9258, -0.0014)
H (3.9843, 2.8259, -1.0796)
H (5.4802, 3.8206, 0.6559)
H (4.1074, 4.3243, 1.4197)
C (-3.2441, -2.6202, -1.9555)
C (-4.4584, -3.1897, -1.2648)
C (-4.3527, -4.7102, -0.9356)
C (-4.0635, -5.6305, -2.0736)
N (-3.8452, -6.3987, -2.9587)
H (-2.9117, -3.1237, -2.8633)
H (-2.3719, -2.5873, -1.3025)
H (-3.4683, -1.5925, -2.2411)
H (-5.4107, -3.1449, -1.7931)
H (-4.7104, -2.6814, -0.3341)
H (-5.2905, -5.1165, -0.5567)
H (-3.5172, -5.0257, -0.3107)

Properties
- Spin multiplicity: 1
- SMILES: CCCC#N.CCCC#N.CCCC#N.CCCC#N.CCCC#N.CCCC#N.CCCC#N.CCCC#N.CCCC#N.CCCC#N.CCCC#N.CCCC#N
- HOMO: -10.9 eV

Mulliken atomic charge list, values in e, 8 entries: C -1.262; C -0.555; C -0.184; C 0.360; N -0.430; H 0.318; H 0.368; H 0.328

=====

Entry Q
Molecular formula: C48H84N12
Method: DFT, ωB97M-V with the def2-TZVPD basis set

Atoms and positions in Å:
C (-10.2283, 2.9904, 6.5365)
C (-9.9991, 1.7364, 5.7185)
C (-9.1651, 1.8831, 4.4549)
C (-9.4727, 0.7861, 3.4678)
N (-9.8311, -0.0269, 2.6685)
H (-10.6928, 3.8107, 5.9893)
H (-9.2980, 3.3778, 6.9520)
H (-10.9891, 2.6646, 7.2458)
H (-10.9569, 1.2971, 5.4395)
H (-9.5597, 0.9596, 6.3444)
H (-8.1150, 1.7898, 4.7316)
H (-9.4103, 2.9069, 4.1723)
C (-10.6225, -7.8088, -4.7165)
C (-10.5844, -6.9281, -3.4221)
C (-10.5551, -5.3993, -3.8008)
C (-9.2652, -4.7547, -4.1758)
N (-8.1636, -4.3533, -4.4377)
H (-11.1914, -7.3354, -5.5168)
H (-10.8013, -8.8657, -4.5187)
H (-9.6170, -7.6763, -5.1159)
H (-9.7572, -7.1445, -2.7461)
H (-11.4982, -7.1872, -2.8874)
H (-10.7970, -4.8062, -2.9189)
H (-11.2283, -5.2074, -4.6363)
C (-12.6160, -3.8540, 7.4623)
C (-11.8994, -4.8394, 6.3817)
C (-11.3713, -4.1895, 5.1124)
C (-10.6470, -2.8468, 5.3632)
N (-10.1519, -1.8076, 5.5535)
H (-13.5405, -3.3823, 7.1293)
H (-11.9284, -3.0398, 7.6913)
H (-12.8242, -4.3017, 8.4340)
H (-12.6178, -5.6148, 6.1157)
H (-11.0737, -5.3829, 6.8410)
H (-12.1584, -4.1120, 4.3624)
H (-10.5419, -4.7904, 4.7394)
C (-16.2153, -5.0909, 0.4604)
C (-16.2111, -4.1152, -0.6878)
C (-16.1597, -4.8267, -2.1297)
C (-15.1851, -5.8617, -2.2912)
N (-14.3727, -6.6943, -2.4350)
H (-17.1457, -5.6503, 0.3635)
H (-16.1597, -4.5092, 1.3806)
H (-15.5082, -5.9205, 0.4591)
H (-15.5099, -3.2849, -0.6037)
H (-17.1299, -3.5316, -0.6295)
H (-15.9871, -4.1178, -2.9395)
H (-17.0844, -5.3834, -2.2817)
C (-14.4045, -5.0004, -6.4785)
C (-14.5707, -3.4896, -6.4684)
C (-15.9940, -3.0076, -6.7991)
C (-17.0849, -3.7996, -6.3379)
N (-17.9896, -4.4624, -6.0729)
H (-15.1031, -5.3421, -5.7148)
H (-13.4037, -5.2832, -6.1521)
H (-14.5356, -5.4155, -7.4778)
H (-13.9382, -2.9914, -7.2032)
H (-14.1424, -3.2266, -5.5012)
H (-16.1463, -2.9857, -7.8782)
H (-16.0826, -2.0324, -6.3202)
C (-9.8689, 2.1821, -1.0298)
C (-8.6698, 2.4171, -0.0208)
C (-7.8998, 1.0710, 0.1493)
C (-7.1605, 0.7987, -1.0701)
N (-6.5324, 0.5269, -2.0311)
H (-9.9572, 2.8297, -1.9021)
H (-10.8401, 2.1217, -0.5387)
H (-9.6497, 1.2761, -1.5947)
H (-9.0290, 2.8986, 0.8888)
H (-7.9242, 3.1011, -0.4261)
H (-8.5289, 0.2009, 0.3368)
H (-7.1388, 1.1339, 0.9272)
C (-11.6448, -1.3793, 0.4900)
C (-12.6666, -2.4991, 0.7177)
C (-12.4069, -3.7249, -0.2185)
C (-12.9703, -3.6282, -1.6154)
N (-13.3496, -3.4791, -2.6851)
H (-11.5695, -0.9831, -0.5226)
H (-10.6567, -1.7663, 0.7390)
H (-12.0445, -0.5885, 1.1248)
H (-13.7172, -2.2386, 0.5889)
H (-12.5115, -2.8127, 1.7500)
H (-12.7794, -4.6943, 0.1126)
H (-11.3302, -3.8801, -0.2876)
C (-10.4642, -1.4614, -3.3198)
C (-11.2219, -1.6509, -4.6642)
C (-12.3523, -0.6188, -4.6294)
C (-11.9743, 0.7304, -4.2744)
N (-11.6372, 1.8493, -4.1305)
H (-11.0901, -0.9473, -2.5904)
H (-9.5060, -0.9628, -3.4653)
H (-10.1868, -2.4512, -2.9573)
H (-11.5279, -2.6962, -4.7090)
H (-10.5999, -1.4012, -5.5238)
H (-13.0873, -0.8937, -3.8730)
H (-12.7654, -0.5019, -5.6313)
C (-5.2813, -6.3830, -1.5151)
C (-6.2390, -5.3854, -0.9513)
C (-7.7243, -5.6841, -1.2421)
C (-8.4980, -4.4498, -1.0679)
N (-9.0073, -3.4582, -0.8814)
H (-5.3132, -7.2360, -0.8373)
H (-4.2636, -5.9962, -1.5680)
H (-5.6309, -6.7058, -2.4958)
H (-5.9489, -4.4067, -1.3338)
H (-6.0515, -5.2622, 0.1154)
H (-8.3074, -6.3518, -0.6078)
H (-7.9443, -6.0163, -2.2567)
C (-13.2450, 1.6607, 3.4143)
C (-14.0264, 1.0743, 4.6200)
C (-14.7598, -0.2578, 4.2109)
C (-15.3503, -1.0361, 5.2699)
N (-15.7327, -1.6343, 6.1870)
H (-13.0143, 2.6461, 3.8191)
H (-13.8034, 1.6958, 2.4788)
H (-12.3217, 1.1378, 3.1648)
H (-14.7393, 1.7587, 5.0799)
H (-13.3870, 0.7782, 5.4517)
H (-14.3706, -0.9048, 3.4248)
H (-15.6018, 0.0450, 3.5884)
C (-16.8786, 0.3603, -2.8438)
C (-17.4820, -0.3142, -1.6770)
C (-16.5496, -0.0482, -0.3952)
C (-16.9685, -0.6452, 0.8653)
N (-17.3027, -1.1926, 1.8219)
H (-16.7288, -0.3360, -3.6689)
H (-15.8604, 0.7486, -2.8173)
H (-17.4888, 1.1561, -3.2708)
H (-17.6424, -1.3915, -1.7203)
H (-18.4924, 0.0938, -1.6492)
H (-16.4271, 1.0186, -0.2081)
H (-15.5891, -0.5309, -0.5757)
C (-9.7303, -8.0711, 2.3100)
C (-10.8097, -7.5955, 1.2811)
C (-12.2880, -8.0390, 1.6102)
C (-12.7487, -7.2280, 2.7070)
N (-13.2596, -6.5738, 3.4930)
H (-8.6773, -7.9546, 2.0536)
H (-9.8647, -9.1197, 2.5755)
H (-9.8730, -7.5111, 3.2343)
H (-10.4776, -8.0682, 0.3567)
H (-10.8038, -6.5065, 1.2345)
H (-12.5091, -9.0901, 1.7956)
H (-13.0629, -7.8204, 0.8755)

Properties
- Spin multiplicity: 1
- SMILES: CCCC#N.CCCC#N.CCCC#N.CCCC#N.CCCC#N.CCCC#N.CCCC#N.CCCC#N.CCCC#N.CCCC#N.CCCC#N.CCCC#N
- HOMO: -10.9 eV

Mulliken atomic charge list, values in e, 8 entries: C -1.512; C 0.084; C -0.551; C 0.285; N -0.421; H 0.382; H 0.368; H 0.387

=====

The most stable of them is entry P.

=====

Entry P
Molecular formula: C3H8NO3
Method: DFT, ωB97M-V with the def2-TZVPD basis set

Atoms and positions in Å:
O (-0.7722, 1.0956, -1.4852)
C (-0.6987, 0.0167, -2.1387)
O (-0.3811, -1.1439, -1.6879)
H (-0.9702, 0.0588, -3.2091)
C (-1.3636, -0.3184, 1.2285)
N (0.0792, -0.5862, 1.0643)
C (0.9027, 0.6364, 1.1798)
O (2.2320, 0.3026, 1.5027)
H (-1.6503, -0.0226, 2.2504)
H (-1.9150, -1.2500, 0.9962)
H (-1.6761, 0.4171, 0.4852)
H (0.2294, -0.9276, 0.0888)
H (0.9497, 1.1680, 0.2121)
H (0.5176, 1.2773, 2.0061)
H (2.2882, -0.6592, 1.4658)

Properties
- Charge: -1
- Spin multiplicity: 1
- HOMO: -4.5 eV

Mulliken atomic charge list, values in e, 8 entries: O -0.648; C -0.016; O -0.751; H 0.424; C -0.825; N -0.568; C -0.077; O -0.540

=====

Entry Q
Molecular formula: C3H8NO3
Method: DFT, ωB97M-V with the def2-TZVPD basis set

Atoms and positions in Å:
C (-0.6457, -1.0735, 0.0728)
N (-0.2885, 0.3379, 0.0722)
C (-1.2077, 1.2767, -0.6527)
O (-2.4036, 0.9702, -0.6292)
O (-0.5425, 2.2108, -1.1761)
C (0.3007, -1.8829, 0.9937)
H (-1.6927, -1.1600, 0.4309)
H (-0.6171, -1.4448, -0.9589)
H (0.4113, 0.6986, 0.6840)
H (-0.1653, -2.5703, 1.6859)
H (0.7038, -1.0861, 1.6774)
H (1.1004, -2.3122, 0.4249)
H (2.2625, 1.4786, -1.0936)
H (0.8750, 2.3158, -0.9074)
O (1.9093, 2.2411, -0.6239)

Properties
- Charge: -1
- Spin multiplicity: 1
- HOMO: -4.1 eV

Mulliken atomic charge list, values in e, 8 entries: C -0.341; N -0.171; C 0.515; O -0.704; O -0.784; C -0.959; H 0.252; H 0.271

=====

The most stable of them is entry Q.